(1)
# C21H34BeBrN2O2PS

A structure of composition C21H34BeBrN2O2PS (ωB97M-V with the def2-TZVPD basis set, OMol25).

Output
charge: 0
energy relative to the best compared isomer or geometry (same formula, charge and spin): 0.0 kcal per mole
E_tot: -4408.97467 Eh
highest occupied orbital energy: -8.37 eV

Last column: Löwdin charge in e.
Geometry (Å):
Be: 0.300 -1.061 0.106  -0.184
C: 1.426 -1.325 3.293  -0.256
P: 1.356 -2.212 1.705  0.850
C: 3.103 -2.512 1.327  -0.243
C: 0.729 -3.855 2.158  -0.254
H: 2.024 -1.861 4.032  0.045
H: 0.416 -1.187 3.680  0.031
H: 1.850 -0.335 3.124  0.041
H: 3.614 -3.016 2.150  0.050
H: 3.596 -1.558 1.130  0.055
H: 3.159 -3.113 0.423  0.026
H: 1.256 -4.258 3.024  0.047
H: 0.868 -4.529 1.311  0.053
H: -0.338 -3.793 2.370  0.024
Br: 3.887 -3.996 -3.680  0.796
C: 3.352 -2.194 -3.925  -0.591
C: 3.893 -1.564 -5.040  -0.147
C: 3.572 -0.252 -5.328  -0.085
C: 2.707 0.444 -4.496  -0.078
C: 2.174 -0.188 -3.389  -0.020
C: 2.475 -1.515 -3.077  -0.136
C: 1.842 -2.107 -1.837  -0.553
O: 2.084 -3.243 -1.461  -0.019
O: 1.035 -1.296 -1.246  -0.129
H: 4.569 -2.119 -5.677  0.090
H: 4.003 0.224 -6.199  0.104
H: 2.452 1.474 -4.702  0.101
H: 1.517 0.347 -2.717  0.114
C: -1.068 3.820 -0.047  -0.051
C: -0.107 3.233 0.997  -0.631
C: -0.599 3.590 2.406  -0.054
C: 1.292 3.826 0.786  -0.056
C: -0.033 1.770 0.826  -0.116
C: 0.069 0.577 0.621  -0.004
H: -1.095 4.909 0.031  0.085
H: -2.081 3.444 0.103  0.059
H: -0.751 3.552 -1.055  0.086
H: -0.515 4.665 2.574  0.084
H: -0.005 3.076 3.163  0.086
H: -1.643 3.308 2.541  0.065
H: 1.250 4.917 0.821  0.082
H: 1.696 3.522 -0.180  0.086
H: 1.975 3.479 1.561  0.085
C: -3.159 0.878 1.975  -0.060
N: -3.134 -0.482 1.455  -0.191
C: -3.050 -1.483 2.506  -0.087
C: -2.643 -0.757 0.227  -0.701
S: -1.687 -2.155 -0.051  0.789
N: -2.974 0.061 -0.778  -0.184
C: -2.266 0.039 -2.049  -0.058
C: -4.162 0.895 -0.758  -0.042
H: -2.404 0.959 2.760  0.093
H: -4.141 1.122 2.386  0.099
H: -2.888 1.586 1.200  0.053
H: -3.767 -1.215 3.282  0.092
H: -2.047 -1.511 2.942  0.078
H: -3.290 -2.467 2.116  0.067
H: -1.248 -0.314 -1.914  0.042
H: -2.242 1.059 -2.434  0.096
H: -2.776 -0.608 -2.767  0.100
H: -4.822 0.586 0.049  0.093
H: -4.682 0.763 -1.708  0.098
H: -3.921 1.955 -0.645  0.083

Forces on the atoms, in the same order (eV/Å):
0.1 -0.3 0.2
-0.1 0.0 0.0
0.0 0.1 -0.1
0.2 0.0 0.1
0.0 -0.1 0.0
0.0 0.0 0.0
0.0 0.0 0.0
0.0 0.0 0.0
0.0 0.0 0.0
0.0 0.0 0.0
0.0 0.0 0.0
0.0 0.0 0.0
0.0 0.0 0.0
0.0 0.0 0.0
0.0 0.0 0.0
0.0 0.0 0.0
0.0 -0.1 0.0
0.0 0.1 0.0
0.0 0.0 0.0
0.0 0.1 0.1
0.1 -0.1 0.0
-0.1 -0.4 0.1
0.0 0.1 0.0
-0.1 0.6 -0.2
0.0 0.0 0.0
0.0 0.0 0.0
0.0 0.0 0.0
0.0 0.0 0.0
0.0 0.0 0.0
0.0 0.0 0.0
0.0 0.0 0.0
0.0 0.0 0.0
-0.1 0.1 0.1
0.0 -0.1 -0.1
0.0 0.0 0.0
0.0 0.0 0.0
0.0 0.0 0.0
0.0 0.0 0.0
0.0 0.0 0.0
0.0 0.0 0.0
0.0 0.0 0.0
0.0 0.0 0.0
0.0 0.0 0.0
0.0 0.1 0.0
0.1 -0.1 0.1
0.0 0.0 0.1
0.0 -0.1 -0.1
0.0 0.0 0.0
0.1 0.0 0.1
0.0 0.0 0.0
-0.1 0.0 0.0
0.0 0.0 0.0
0.0 0.0 0.0
0.0 0.0 0.1
0.0 0.0 0.0
0.0 0.0 0.0
0.0 0.0 0.0
0.0 0.0 0.0
0.0 0.0 0.0
0.0 0.0 0.0
0.0 0.0 0.0
0.0 0.0 0.0
0.0 0.0 0.0

(2)
# C21H34Br2IN2O9P2

A cluster of 2 separate species, C21H34Br2IN2O9P2 in total in a non-equilibrium geometry (ωB97M-V with the def2-TZVPD basis set, OMol25).

Output
charge: +1
energy relative to the best compared isomer or geometry (same formula, charge and spin): 0.0 kcal per mole
E_tot: -7735.45116 Eh
highest occupied orbital energy: -11.51 eV

Last column: Löwdin charge in e.
Geometry (Å):
C: -4.186 4.391 -1.439  -0.092
C: -3.056 3.596 -0.766  -0.202
C: -3.153 2.084 -1.010  -0.238
O: -2.132 1.619 -1.885  -0.155
C: -1.140 0.849 -1.251  -0.219
C: -1.530 -0.624 -1.082  -0.228
N: -0.918 -1.266 0.148  -0.273
P: -1.342 -0.340 1.664  1.000
P: 0.373 0.698 2.502  0.164
O: 0.702 1.830 1.638  -0.333
O: 1.566 -0.242 2.915  -0.192
O: -0.187 1.195 3.907  -0.130
C: 0.449 -1.852 -0.038  -0.586
I: 2.036 -0.494 -0.488  1.146
C: 0.321 -2.905 -1.192  -0.427
N: 0.469 -4.246 -0.675  -0.003
C: 1.793 -4.833 -0.889  -0.256
C: 1.818 -6.308 -0.463  -0.064
O: -0.939 -2.863 -1.817  -0.095
C: -1.379 -1.587 -2.307  -0.404
C: -0.347 -1.068 -3.336  -0.197
C: -0.914 -0.179 -4.460  -0.054
C: -2.705 -1.859 -3.022  -0.577
Br: -4.222 -0.765 -2.674  0.949
C: -2.917 -2.842 -3.924  -0.711
C: -4.227 -3.105 -4.610  -0.172
Br: -1.568 -4.041 -4.517  0.869
H: -3.869 4.728 -2.421  0.075
H: -5.067 3.774 -1.594  0.066
H: -4.494 5.235 -0.834  0.070
H: -2.085 3.965 -1.075  0.113
H: -3.137 3.781 0.303  0.101
H: -3.115 1.575 -0.044  0.095
H: -4.126 1.855 -1.427  0.077
H: -0.237 0.991 -1.830  0.090
H: -0.938 1.335 -0.291  0.084
H: -2.586 -0.624 -0.818  0.076
H: -1.513 -2.093 0.286  0.148
H: -1.574 -1.386 2.584  -0.039
H: 1.996 0.190 3.690  0.061
H: -1.010 1.680 3.771  0.089
H: 0.721 -2.341 0.885  0.082
H: 1.143 -2.778 -1.888  0.105
H: 0.189 -4.304 0.294  0.114
H: 1.969 -4.800 -1.961  0.115
H: 2.606 -4.262 -0.434  0.109
H: 2.681 -6.522 0.154  0.071
H: 1.831 -6.932 -1.347  0.073
H: 0.901 -6.537 0.070  0.070
H: 0.141 -1.898 -3.828  0.088
H: 0.451 -0.493 -2.878  0.039
H: -1.306 -0.805 -5.255  0.075
H: -0.084 0.361 -4.906  0.086
H: -1.677 0.508 -4.113  0.069
H: -5.004 -3.270 -3.872  0.071
H: -4.467 -2.231 -5.207  0.079
H: -4.152 -3.972 -5.249  0.053
C: 5.525 3.597 3.844  0.086
C: 4.618 2.615 3.868  -0.222
C: 3.528 2.567 4.909  -0.286
O: 2.707 1.657 4.878  0.063
C: 3.493 3.602 5.915  0.077
C: 4.405 4.588 5.896  -0.228
C: 5.478 4.653 4.844  -0.305
O: 6.254 5.584 4.882  0.134
O: 4.427 5.561 6.786  0.139
O: 4.624 1.626 2.974  0.116
H: 6.309 3.643 3.102  0.141
H: 2.717 3.547 6.665  0.139
H: 5.178 6.139 6.546  0.130
H: 3.882 1.046 3.196  0.090

Forces on the atoms, in the same order (eV/Å):
0.3 -0.2 -0.2
-0.7 0.1 0.2
0.1 0.6 0.3
-0.2 -0.7 -0.1
0.2 0.9 0.0
-0.8 0.3 -0.2
0.3 -0.3 0.5
-1.0 0.7 0.2
1.1 1.3 0.0
-0.3 -0.2 -0.5
-0.3 0.0 0.5
-0.6 -1.0 -0.1
0.1 0.1 -1.0
-0.1 0.0 0.2
0.4 -1.2 0.5
0.0 0.5 -0.2
0.0 -0.4 -0.3
-0.2 0.6 -0.1
-0.6 0.4 0.8
0.9 0.2 -0.6
-0.1 0.7 -0.6
0.3 -0.5 0.1
-0.1 -1.2 -0.6
0.1 0.0 0.0
0.1 0.4 0.6
0.4 0.2 0.1
0.1 0.2 0.1
-0.1 0.2 -0.1
-0.1 -0.1 0.1
0.1 0.3 0.0
0.2 0.0 -0.1
0.1 -0.1 0.2
0.2 -0.3 0.0
-0.1 -0.2 -0.3
0.1 -0.2 -0.1
0.2 -0.3 0.3
-0.1 0.1 0.0
0.1 -0.2 -0.2
0.5 -0.4 -0.3
0.2 -0.2 0.2
0.0 0.4 0.3
0.0 0.0 0.2
-0.1 0.4 -0.4
-0.1 -0.2 0.1
0.0 0.2 -0.2
0.0 0.0 0.3
0.1 -0.2 0.1
0.1 -0.3 0.0
0.0 -0.2 0.3
0.0 -0.4 0.1
0.0 -0.2 0.4
-0.3 0.0 0.0
0.0 0.3 0.0
-0.1 0.2 0.0
-0.2 0.1 0.1
-0.3 0.1 -0.1
0.0 -0.1 -0.1
0.1 0.1 0.0
0.1 0.1 -0.1
0.0 0.3 0.3
0.1 -0.4 -0.5
-0.1 -0.2 0.0
-0.2 0.0 0.2
0.2 -0.2 -0.3
0.0 0.1 0.2
0.1 0.0 -0.1
-0.1 0.0 0.1
0.0 0.0 0.0
0.0 0.0 0.0
0.0 0.1 0.0
-0.1 -0.1 -0.1

(3)
# C21H34Cl2OP3Sc

A structure of composition C21H34Cl2OP3Sc in a non-equilibrium geometry (ωB97M-V with the def2-TZVPD basis set, OMol25).

Output
charge: +2
energy relative to the best compared isomer or geometry (same formula, charge and spin): 18.1 kcal per mole
E_tot: -3600.57773 Eh
highest occupied orbital energy: -14.26 eV

Last column: Löwdin charge in e.
Geometry (Å):
C: -1.473 -0.030 -2.877  -0.001
C: -1.254 0.012 -1.445  -0.271
H: -2.540 0.059 -3.147  0.145
H: -1.048 -0.975 -3.268  0.130
H: -0.901 0.812 -3.312  0.109
O: -1.922 -0.201 -0.445  0.065
Cl: 1.364 -0.083 -1.595  0.295
Sc: 0.302 0.069 0.590  0.033
P: 0.231 -2.597 0.173  0.725
C: -0.870 -3.636 1.195  -0.235
C: 0.045 -3.380 -1.469  -0.259
H: 0.274 -4.452 -1.379  0.069
H: 1.984 -4.250 0.439  0.069
H: 0.735 -2.923 -2.190  0.036
H: 2.647 -2.613 0.117  0.049
H: -1.911 -3.337 1.012  0.049
H: -0.984 -3.268 -1.837  0.050
C: 1.886 -3.181 0.666  -0.248
H: -0.750 -4.689 0.908  0.069
H: 2.026 -3.008 1.738  0.048
H: -0.642 -3.499 2.260  0.038
P: -0.047 2.635 -0.101  0.748
C: -1.129 3.645 0.963  -0.234
C: 1.580 3.408 0.215  -0.253
H: 0.301 2.932 -2.495  0.054
H: -0.338 4.410 -1.712  0.070
H: -1.435 3.042 -2.072  0.051
C: -0.419 3.313 -1.757  -0.252
H: 2.362 2.822 -0.278  0.045
H: 1.584 4.431 -0.175  0.070
H: -1.122 4.685 0.611  0.071
H: -0.795 3.592 2.007  0.043
H: 1.775 3.418 1.291  0.047
H: -2.155 3.262 0.905  0.053
Cl: 2.189 0.383 1.933  0.136
C: -3.236 -0.261 2.393  -0.261
P: -1.461 -0.006 2.678  0.957
C: -1.465 1.472 3.760  -0.371
C: -2.614 2.236 4.008  -0.092
C: -2.540 3.362 4.833  -0.055
C: -1.322 3.742 5.407  -0.049
C: -0.166 2.999 5.138  -0.053
C: -0.236 1.884 4.302  -0.112
C: -1.076 -1.321 3.898  -0.372
C: 0.262 -1.500 4.274  -0.129
C: 0.626 -2.489 5.186  -0.052
C: -0.352 -3.339 5.715  -0.049
C: -1.688 -3.184 5.331  -0.052
C: -2.053 -2.178 4.427  -0.083
H: -3.604 0.516 1.713  0.051
H: -3.781 -0.213 3.344  0.066
H: -3.392 -1.235 1.917  0.052
H: -3.567 1.953 3.564  0.097
H: -3.446 3.933 5.038  0.118
H: -1.272 4.610 6.072  0.121
H: 0.791 3.277 5.588  0.120
H: 0.672 1.331 4.055  0.055
H: 1.029 -0.863 3.836  0.021
H: 1.668 -2.586 5.491  0.119
H: -0.074 -4.115 6.437  0.122
H: -2.462 -3.833 5.743  0.119
H: -3.101 -2.064 4.138  0.100

Forces on the atoms, in the same order (eV/Å):
0.7 0.9 -1.2
-4.5 -1.9 3.7
0.3 -0.1 0.5
0.0 0.4 0.3
-0.2 -0.5 -0.1
4.3 1.3 -4.7
-1.3 0.1 0.0
1.6 -0.2 1.5
0.2 -1.2 0.5
-0.2 0.2 0.0
-0.1 0.3 -0.2
-0.1 0.3 0.0
0.0 0.2 0.1
-0.1 -0.2 0.1
0.0 -0.2 0.1
0.1 -0.2 0.1
0.2 -0.1 0.1
0.1 0.2 0.0
0.0 0.2 0.1
0.0 -0.1 -0.2
-0.1 -0.1 -0.3
0.1 1.6 0.1
-0.4 -0.2 0.1
0.2 -0.4 0.0
-0.2 0.1 0.2
0.0 -0.4 0.0
0.2 0.2 0.0
-0.1 -0.4 -0.3
0.0 0.2 0.1
-0.1 -0.2 0.1
0.1 -0.2 0.1
-0.1 0.0 -0.2
0.0 0.0 -0.2
0.1 0.2 0.1
-0.7 -0.1 -0.5
-0.1 0.0 -0.5
-0.6 0.0 1.6
0.4 0.7 -0.3
0.2 -0.1 0.0
0.1 -0.1 0.0
0.0 -0.2 -0.1
-0.1 -0.1 0.0
-0.1 0.1 0.0
0.3 -0.5 -0.2
0.1 -0.1 0.0
-0.3 0.0 0.0
0.0 0.1 0.0
0.0 0.2 -0.1
0.0 0.0 0.0
-0.1 -0.1 0.2
0.1 0.0 -0.3
-0.1 0.2 0.1
0.2 0.2 0.2
0.3 -0.1 -0.1
0.0 -0.3 -0.3
-0.3 0.0 -0.2
-0.2 0.2 0.2
-0.1 -0.2 0.2
-0.3 0.0 -0.1
-0.1 0.3 -0.3
0.3 0.2 -0.1
0.4 -0.2 0.2

no.,LUMO energy (eV),gap between HOMO and LUMO (eV)
1,0.46,8.833
2,-3.56,7.955
3,-9.65,4.619